98
Properties=species:S:1:pos:R:3:forces:R:3:mulliken_charge:R:1 method="wB97M-V/def2-TZVPD" multiplicity=3 homo_lumo_gap_ev="6.701 / 7.402" charge=+1 e_lumo_ev="-2.065 / -3.004" relative_energy_ev=0.211 homo_energy_ev="-8.766 / -10.405" largest_force_ha_per_bohr=0.020
Br 2.79226 0.21998 1.74018 0.0 0.0 0.1 0.04
Ti -0.04871 0.20272 -0.04590 -0.1 0.6 -0.6 -0.52
S 0.45575 2.64512 0.67217 -0.1 -0.1 0.2 -0.39
P 2.10221 0.01932 -1.66582 0.6 0.2 -0.1 1.86
F 7.19073 -0.49987 -2.20243 0.0 0.0 0.0 -0.29
F 5.68267 -0.05496 2.17665 -0.1 0.0 0.0 -0.31
F 7.68256 -0.38383 0.44577 0.0 0.0 0.0 -0.28
F 4.72700 -0.32941 -3.12184 -0.2 -0.1 0.0 -0.38
N -1.12600 3.78984 2.47611 0.2 0.2 -0.1 -0.39
N -0.90250 0.32047 1.76802 -0.4 -0.2 0.9 1.69
N 0.36470 -1.67569 0.89897 0.2 -0.7 0.5 0.92
N -4.92981 1.11995 0.60947 0.0 0.0 0.0 0.14
N -1.02245 -2.82583 -1.34266 0.0 0.1 0.0 -0.18
N -1.29034 -1.42667 -1.23526 0.0 -0.1 0.1 1.12
N -1.26763 1.52868 2.34984 0.3 -0.5 -0.4 -0.77
C -2.12696 -0.91720 3.60702 0.0 0.1 0.0 -2.15
C 2.66452 2.76547 -4.72669 0.0 0.0 0.0 -0.81
C 1.27520 -3.88821 1.11795 0.0 -0.1 0.0 -1.08
C -0.71256 2.65042 1.90173 0.0 0.1 0.0 0.56
C 0.57658 -2.28577 -4.64944 0.0 0.0 0.1 -0.55
C 6.44046 -0.31032 0.00120 0.3 0.0 0.2 0.57
C 1.21634 -2.65318 0.53123 -0.3 0.3 -0.1 -0.25
C -3.12990 -3.79975 -0.61196 -0.1 0.0 0.1 -1.37
C 2.40124 -3.54684 -3.72439 0.0 0.0 0.0 -0.85
C -1.67170 1.14361 -1.06782 -0.2 0.3 -0.3 0.71
C -0.47513 -1.93972 1.94844 0.2 0.1 0.0 0.20
C 1.36452 -3.42985 -4.64013 0.0 0.0 0.0 -1.01
C 2.72984 2.66814 -1.96193 0.0 0.1 0.0 -0.65
C 2.93546 3.91742 -4.00251 0.0 0.0 0.0 -0.62
C -0.49432 -3.20516 2.56700 -0.2 -0.1 0.0 -1.03
C -6.14848 1.37169 -0.14323 0.0 -0.1 -0.1 -1.11
C 2.97503 3.86700 -2.61471 0.0 -0.1 0.0 -0.90
C 5.39328 -0.15124 0.88314 -0.1 0.0 0.1 0.17
C 2.44179 1.50892 -2.68502 0.0 0.0 0.1 0.98
C 0.82358 -1.26686 -3.73845 0.0 0.0 -0.1 -0.91
C -1.66079 2.31040 -3.23411 -0.1 0.0 0.0 -1.27
C 4.08963 -0.08409 0.42153 0.0 0.0 0.3 -0.24
C 0.37693 -4.17530 2.15251 0.0 -0.1 0.1 -0.92
C 2.42177 1.56171 -4.07211 0.0 0.0 -0.1 -0.49
C -4.44301 2.30831 1.27791 0.0 0.1 -0.1 -0.60
C 2.66937 -2.51279 -2.83654 0.1 -0.1 0.0 -0.71
C -2.17189 -3.64584 -1.78680 0.1 0.0 0.0 1.54
C 6.18622 -0.37588 -1.34701 0.0 0.0 -0.3 0.40
C 3.79420 -0.18074 -0.93939 -0.2 -0.1 -0.3 0.39
C -3.07065 1.05357 -1.16402 -0.1 0.0 -0.1 2.43
C -3.04050 2.17443 -3.32460 0.0 0.0 0.0 -1.21
C -1.56317 -4.99599 -2.13884 0.0 -0.1 -0.1 -1.70
C -1.19713 -0.82042 2.43862 0.1 0.2 -0.1 0.50
C -3.73094 1.54884 -2.29561 0.0 0.0 0.0 -0.86
C -2.90890 -3.06043 -2.99285 0.0 0.0 -0.1 -1.40
C -3.88888 0.36166 -0.07618 0.0 0.0 0.0 -1.22
C 1.89410 -1.35985 -2.84116 -0.1 0.1 -0.1 0.77
C 4.88095 -0.30274 -1.79638 0.2 0.0 -0.3 -0.34
C -1.00980 1.80199 -2.11697 -0.2 -0.1 -0.1 -1.04
H 1.87612 -2.42991 -0.29548 0.0 0.1 0.0 0.33
H -2.76458 -1.79742 3.51876 0.0 0.0 0.0 0.49
H -1.88606 1.52526 3.14184 -0.1 0.0 0.1 0.38
H -3.95822 -4.46158 -0.87684 0.1 0.0 0.0 0.51
H 3.01852 -4.43635 -3.71286 0.0 0.0 0.0 0.47
H -3.91128 3.00411 0.60859 0.0 0.0 0.0 0.26
H -6.95749 1.61960 0.54617 0.0 0.0 0.0 0.38
H 3.49767 -2.61248 -2.14409 0.0 0.0 0.0 0.43
H -2.60319 -4.22030 0.24847 0.0 0.0 0.0 0.26
H -2.80832 -0.06796 3.67234 0.0 0.0 0.0 0.51
H -4.37251 -0.53136 -0.48843 0.0 0.0 0.0 0.34
H 3.19467 4.75927 -2.04091 0.0 -0.1 0.0 0.47
H -3.57733 2.55509 -4.18631 0.0 0.0 0.0 0.41
H -1.00590 -5.39619 -1.28754 0.0 0.0 -0.1 0.33
H -0.70191 4.65164 2.18356 0.0 0.0 0.0 0.24
H 0.19040 -0.38455 -3.74329 0.0 0.0 0.0 0.33
H -1.60738 -1.03283 -2.11822 0.0 0.0 -0.2 0.30
H -3.47980 -2.16297 -2.73633 0.0 0.0 0.0 0.15
H -0.22854 -2.18564 -5.36614 0.0 0.0 0.0 0.58
H -1.79267 3.81157 3.22753 0.0 0.0 0.0 0.19
H -4.80476 1.43093 -2.38833 0.1 0.0 0.0 0.52
H -5.28246 2.84627 1.72188 0.0 -0.1 0.0 0.49
H 1.99213 -4.61801 0.76811 0.0 0.0 0.0 0.55
H -3.18681 0.01902 0.68926 0.0 0.0 0.1 -0.53
H 2.24377 0.67128 -4.65857 0.0 0.0 0.0 0.48
H -2.34401 -5.70858 -2.41132 0.1 0.0 0.0 0.46
H 1.17211 -4.22818 -5.34671 0.0 0.0 0.0 0.46
H 0.06520 1.94167 -2.08550 0.1 0.1 0.0 1.03
H -2.20636 -2.80656 -3.79081 0.0 0.0 0.0 0.19
H -3.61849 -3.78762 -3.39452 0.0 0.0 0.1 0.51
H -1.59136 -0.99897 4.55774 0.0 0.0 0.0 0.40
H -3.57490 -2.84321 -0.31583 0.0 0.0 0.0 0.12
H 2.76800 2.64157 -0.87825 0.0 0.0 0.0 0.44
H -1.09777 2.81081 -4.01549 0.0 0.0 0.0 0.55
H -6.43651 0.46757 -0.68546 0.0 0.0 0.0 0.32
H -3.76686 2.02817 2.09012 0.0 0.0 -0.1 -0.05
H -2.09537 -1.33175 -0.62302 -0.1 0.0 0.1 -0.61
H 2.65207 2.79520 -5.80985 0.0 0.0 0.1 0.46
H 3.12615 4.85093 -4.51776 0.0 0.0 0.0 0.41
H 0.37993 -5.14737 2.63293 0.0 0.1 0.0 0.44
H -6.06683 2.19394 -0.86726 0.0 0.0 0.0 0.38
H -0.25655 -2.91284 -2.00231 0.0 -0.1 -0.1 -0.36
H -1.17926 -3.39408 3.38416 0.0 0.0 -0.1 0.45
H -0.87732 -4.90433 -2.98904 -0.1 0.0 0.1 0.34


5
Properties=species:S:1:pos:R:3:forces:R:3:mulliken_charge:R:1 method="wB97M-V/def2-TZVPD" multiplicity=1 homo_lumo_gap_ev="9.004 / 9.003" e_lumo_ev="-0.717 / -0.717" relative_energy_ev=4.303 homo_energy_ev="-9.721 / -9.720" largest_force_ha_per_bohr=0.096
O 1.19573 -1.87615 0.04376 -1.2 1.5 0.1 -0.27
O -1.32441 0.87624 0.19747 -0.4 0.0 0.0 -0.12
C 0.03451 0.43064 0.30489 2.2 -4.4 0.1 0.01
C -0.43356 1.49844 -0.52548 -0.3 0.4 -0.7 -0.12
C 0.52772 -0.92917 -0.02065 -0.4 2.5 0.5 0.50


19
Properties=species:S:1:pos:R:3:forces:R:3:mulliken_charge:R:1 method="wB97M-V/def2-TZVPD" multiplicity=1 homo_lumo_gap_ev=9.332 e_lumo_ev=0.302 relative_energy_ev=4.159 homo_energy_ev=-9.030 largest_force_ha_per_bohr=0.054
O 2.42510 1.08843 0.55223 -0.8 -0.2 -0.1 -0.44
O 0.49616 0.40252 -2.21472 1.0 1.3 0.2 -0.56
N 1.20027 0.91226 -0.16193 -1.5 -0.7 0.0 -0.14
C -0.38721 -0.10917 1.66044 0.0 -0.2 0.1 -1.57
C -1.62660 0.36990 -0.45955 0.0 0.2 -0.4 -1.50
C -0.20758 -1.72128 -0.24903 0.6 0.1 -0.4 -1.50
C -0.42268 -0.28773 0.15748 0.8 0.6 1.4 1.55
C 1.33507 0.96452 -1.48280 -0.6 -2.4 -1.4 -0.01
H -0.40250 -1.89919 -1.30458 0.1 0.2 0.0 0.35
H 0.52526 -0.51128 2.10048 0.1 0.1 -0.1 0.38
H -2.52912 0.05785 0.08605 0.3 0.1 0.4 0.43
H -1.52779 1.45531 -0.40701 -0.2 -0.1 -0.1 0.35
H 2.43947 2.03376 0.75691 -0.1 -0.2 0.2 0.34
H 2.29021 1.33527 -1.88216 -0.1 0.4 0.1 0.41
H 0.81016 -2.04034 -0.01568 -0.1 -0.1 0.0 0.36
H -0.47797 0.93987 1.93751 -0.1 0.0 0.0 0.37
H -1.22106 -0.68104 2.09493 0.1 0.2 -0.1 0.42
H -0.90278 -2.36007 0.31406 0.1 0.3 0.1 0.41
H -1.81641 0.05040 -1.48263 0.4 0.2 0.0 0.35


85
Properties=species:S:1:pos:R:3:forces:R:3:mulliken_charge:R:1 method="wB97M-V/def2-TZVPD" multiplicity=2 homo_lumo_gap_ev="5.226 / 7.702" charge=-1 e_lumo_ev="0.433 / 0.434" homo_energy_ev="-4.793 / -7.268" largest_force_ha_per_bohr=0.110
Hf 30.97679 1.76448 5.31942 0.5 0.4 1.8 3.77
Cl 28.48447 -4.57297 11.39523 0.0 -1.9 0.1 -0.24
Cl 32.62978 4.39578 11.63471 0.2 0.4 -0.4 -0.22
Cl 26.51214 4.33401 8.10540 0.1 0.7 0.8 -0.13
Cl 29.34973 2.65592 13.59966 -1.5 -1.8 1.3 -0.20
Cl 29.31594 -0.43458 11.90821 -0.1 -0.4 0.3 -0.08
Cl 26.84780 5.64003 11.31365 -0.5 -0.2 1.1 -0.20
S 30.59442 1.79416 8.89693 4.0 1.4 3.7 0.71
S 29.15427 0.27672 8.15794 -3.0 -2.9 0.5 0.08
P 30.61185 5.21206 5.32709 -0.1 2.4 -0.5 1.55
P 34.27281 2.08245 5.80628 2.1 2.5 1.5 1.24
P 31.10954 -1.30043 4.65913 0.7 -4.0 0.7 1.55
F 28.59229 -0.19322 6.67565 0.6 0.0 -0.3 -0.39
F 29.15171 4.83100 4.64755 0.9 0.7 0.4 -0.41
F 30.14755 -2.49713 5.28506 1.4 2.0 -1.1 -0.39
F 35.25495 0.85573 5.30542 -2.6 0.9 1.0 -0.35
F 32.04868 5.60619 5.93962 -0.9 -0.9 -0.3 -0.34
F 33.05843 1.22505 6.53523 0.3 -1.3 -0.1 -0.68
F 35.00065 2.27601 7.27618 -1.1 -0.4 -2.5 -0.37
F 31.79684 2.79704 8.55139 -0.1 0.7 -0.7 -0.37
F 32.43030 -2.17279 4.76186 -0.7 -0.1 0.1 -0.42
F 31.23531 4.01311 4.34771 0.9 -0.4 -0.7 -0.56
F 33.16535 3.33752 6.02197 1.4 0.8 1.8 -0.18
F 32.04686 -0.06580 4.13457 0.5 1.5 -1.1 -0.42
F 33.20786 2.01139 4.51945 0.2 -1.8 -3.0 -0.37
F 30.81652 -1.70216 3.12792 -0.2 0.1 1.0 -0.38
F 29.88519 6.12812 6.41989 0.1 -0.1 -0.8 -0.35
F 30.44084 3.92122 6.32082 -0.1 -1.2 0.9 -0.69
F 29.93134 -0.23053 4.67727 -3.1 1.9 -2.1 -0.42
F 31.33151 -0.57308 6.08896 1.2 -0.9 1.7 -0.51
F 30.88470 6.35581 4.17322 -0.9 -1.3 1.0 -0.36
F 35.35028 3.07712 5.03475 -2.0 -0.8 0.9 -0.34
O 30.54788 2.02514 2.95272 -1.8 -1.1 -0.8 -0.06
O 27.84181 0.70112 8.61922 0.8 0.3 -0.1 -0.62
O 31.57921 -3.67592 8.93523 2.6 -0.1 0.2 -0.60
O 29.70018 -0.98360 8.63924 -0.1 0.5 -0.9 -0.24
O 28.69626 2.22620 4.74482 -0.2 -0.4 0.1 0.19
O 37.12489 -3.22194 9.09923 -0.5 0.7 -0.1 -0.57
O 32.84605 -1.24047 8.19676 0.4 -1.9 0.6 0.04
O 29.59665 2.68192 9.41616 0.0 0.4 0.6 -0.60
O 35.79123 -5.61926 9.66478 2.0 0.1 0.0 -0.62
O 31.42193 0.92673 9.76096 -2.0 0.8 -1.4 -0.63
N 30.28679 1.44297 7.37610 -0.2 -0.9 -3.1 0.59
C 33.47289 -2.23603 8.53484 2.7 1.9 -0.5 0.66
C 31.69023 3.36670 12.75017 1.4 -0.1 -0.3 -0.25
C 28.13927 2.12566 3.45068 0.7 -0.3 -1.6 -0.68
C 29.27889 -2.22527 12.16131 -0.1 0.8 -1.4 -0.67
C 28.44874 -2.87714 11.00408 0.3 0.7 1.5 0.05
C 29.18967 1.77163 2.39693 0.8 1.4 0.4 -0.93
C 27.85034 6.04664 9.93003 0.4 -0.5 0.0 0.01
C 34.99622 -2.24060 8.57728 0.3 -0.1 0.6 -1.13
C 27.60304 2.44921 5.65574 -0.2 -0.1 2.5 -0.79
C 26.96287 5.98656 8.71728 -0.5 0.7 -1.4 -0.58
C 32.96153 -3.52760 8.94370 -1.3 -3.5 0.6 0.22
C 33.79152 -4.61903 9.24616 -3.6 2.2 -0.9 -0.59
C 31.48530 2.10989 1.86907 0.8 0.3 0.4 -1.07
C 35.77552 -3.27274 8.98341 0.5 0.6 -0.6 0.39
C 35.23499 -4.61109 9.30116 -3.2 0.3 0.2 0.73
C 30.26397 3.79137 12.72312 0.6 0.8 -0.4 0.08
H 28.82799 -2.76214 9.98868 0.0 0.5 0.4 -0.07
H 32.41572 2.48551 2.29490 0.0 -0.3 0.0 0.17
H 27.02952 3.37320 5.58223 0.5 0.2 -1.1 0.43
H 26.05204 6.55796 8.89613 -0.3 -0.5 0.4 0.43
H 28.86332 -2.42752 13.14848 -0.2 0.0 -0.3 0.41
H 27.39525 -2.61972 11.11360 0.2 0.5 -0.4 0.35
H 30.32395 -2.53487 12.15134 -0.2 -0.2 -0.2 0.23
H 27.99645 2.50446 6.67077 0.4 0.0 -0.2 -0.23
H 37.33767 -4.05466 9.52690 0.6 -0.5 0.1 0.32
H 29.08024 2.50031 1.59371 0.1 0.0 -0.1 0.45
H 31.27811 -2.80186 8.67646 -0.8 0.8 -0.2 0.27
H 29.95547 3.72318 11.67992 -0.3 0.6 0.1 -0.23
H 30.08129 4.72501 13.25516 0.2 0.3 -0.8 0.35
H 31.79952 2.35900 12.34930 -0.1 0.0 0.2 0.06
H 32.24762 3.48621 13.67922 -0.6 -0.3 0.2 0.41
H 26.90759 1.61244 5.72115 0.2 -0.3 -0.6 0.38
H 33.20171 -5.50987 9.40404 0.5 -0.4 0.3 0.44
H 27.70939 3.07299 3.12533 -0.2 0.1 0.7 0.43
H 31.18271 2.85329 1.13158 -0.4 -0.1 0.1 0.44
H 28.27418 7.02568 10.15353 -0.2 0.1 -0.5 0.36
H 27.41582 1.31937 3.32973 -0.4 0.1 0.9 0.36
H 31.61924 1.13256 1.40541 0.0 0.0 0.1 0.33
H 27.29528 6.49593 7.81276 1.0 -0.2 0.2 0.23
H 35.49284 -1.29363 8.42560 -0.1 0.2 -0.2 0.50
H 28.66739 5.32564 9.95635 -0.1 0.0 -0.5 -0.08
H 28.97653 0.80305 1.94471 1.0 -0.4 0.4 0.43